[1]
Here is a gas-phase ion, C2H3NO3P (charge -1) from the Open Molecules 2025 dataset. Energies are from ωB97M-V/def2-TZVPD.

Geometry as XYZ:
```
10
Properties=species:S:1:pos:R:3:nbo_charge:R:1
P -2.2663 0.6594 0.6273 1.236
O -2.3636 1.9547 -0.0597 -1.157
O -4.3738 -0.3652 -0.7395 -0.446
O -2.9730 -1.6694 0.3881 -0.477
N -3.2656 -0.6055 -0.1830 0.240
C -0.7449 -0.1973 0.0167 -0.549
C 0.3514 0.5256 -0.1479 -0.437
H 1.4810 0.1720 -0.3169 0.173
H 0.2042 1.5670 0.1407 0.198
H -0.8714 -1.2730 0.0249 0.218
```

As for the HOMO-LUMO gap: 7.742 eV. Its total energy is -19042.1334 eV. Its relative energy (zero: lowest compared OMol25 entry of this formula, charge and spin) is 5.447 eV. Its net charge is -1. The LUMO energy is 4.133 eV.

[2]
Here is a gas-phase ion, C3H8N3 (charge +1) from the Open Molecules 2025 dataset. Energies are from ωB97M-V/def2-TZVPD.

Geometry as XYZ:
```
14
Properties=species:S:1:pos:R:3:nbo_charge:R:1
N 0.5051 -1.4515 0.2347 -0.711
N -1.9409 -0.7354 -0.1237 -0.623
N 2.1311 0.2146 -0.2140 -0.760
C -1.6740 0.4714 -0.0620 0.166
C -0.2956 0.8810 0.2360 -0.529
C 0.8829 -0.2494 0.0149 0.577
H 3.0279 -0.1226 -0.1697 0.432
H -2.3323 1.2330 -0.3822 0.199
H -0.1964 1.3109 1.2771 0.287
H 1.0614 -2.2637 0.1467 0.429
H 2.2741 1.2985 -0.1937 0.425
H -2.8325 -0.9693 -0.5343 0.395
H -0.0566 1.7787 -0.5163 0.263
H -0.5543 -1.3962 0.2863 0.447
```

Its SMILES is [H]/N=C/CC(N)=[NH2+]. As for the HOMO-LUMO gap: 11.827 eV. Its total energy is -7703.8504 eV. Its relative energy (zero: lowest compared OMol25 entry of this formula, charge and spin) is 1.428 eV. Its net charge is +1. The LUMO energy is -3.150 eV.

[3]
Here is a molecular structure, C25H26MnN4O4S from the Open Molecules 2025 dataset. Energies are from ωB97M-V/def2-TZVPD.

Geometry as XYZ:
```
61
Properties=species:S:1:pos:R:3:nbo_charge:R:1
Mn -0.6279 0.7946 0.0277 1.342
S -1.0571 -3.9320 0.9230 0.389
O -0.6670 0.4076 -2.3172 -0.570
O -2.8551 0.8446 -0.2396 -0.589
O -0.6619 2.8029 -0.7715 -0.845
O -1.0318 0.7088 2.1650 -0.782
N -2.7566 -1.8491 1.0272 -0.794
N -0.6838 -1.5518 -0.0211 -0.624
N 1.0620 1.5594 0.8452 -0.417
N 1.2348 0.4208 1.6563 -0.456
C -0.8808 -2.6155 4.6884 -0.228
C -0.9078 -1.4693 3.9048 -0.206
C 1.7450 3.1121 -0.7862 -0.237
C 2.8294 3.7796 -1.3630 -0.143
C 0.0992 0.1100 2.2720 0.521
C 0.4006 3.4100 -1.2056 0.403
C 0.4609 -3.6028 0.1384 -0.226
C 2.0341 2.0789 0.2133 0.128
C 2.7156 -2.6045 -1.0666 -0.190
C 1.5482 -4.4506 -0.0342 -0.210
C -1.5399 -2.2962 0.6190 0.301
C -2.9870 0.3367 -1.5799 -0.089
C 2.6695 4.7557 -2.3226 -0.299
C 0.1948 -1.1150 3.1352 -0.049
C 1.3578 -3.0643 3.9362 -0.222
C -3.5252 2.0948 -0.0152 -0.252
C 1.6265 -1.7714 -0.8934 -0.229
C 0.2765 4.4297 -2.1865 -0.312
C -1.9921 0.8831 -2.5837 -0.103
C 0.2511 -3.4199 4.6978 -0.207
C 1.3678 5.0769 -2.7199 -0.173
C 2.6796 -3.9374 -0.6433 -0.219
C 0.2228 0.7652 -3.3676 -0.243
C 1.3345 -1.9136 3.1610 -0.188
C 0.4840 -2.2778 -0.2855 0.204
H 3.8286 3.5153 -1.0288 0.202
H -0.7283 4.6859 -2.5026 0.208
H 3.0613 1.7424 0.3878 0.185
H 2.2453 -3.6847 3.9475 0.212
H -3.0295 2.8880 -0.5738 0.215
H 3.6128 -2.2152 -1.5297 0.217
H -3.4389 2.2965 1.0490 0.215
H -2.8778 -0.7452 -1.5080 0.216
H 1.1793 0.2895 -3.1620 0.198
H -2.3069 0.5192 -3.5675 0.188
H -1.7391 -2.8793 5.2940 0.210
H -2.8008 -0.8480 1.1879 0.424
H -3.9842 0.5587 -1.9670 0.196
H 3.5239 5.2631 -2.7484 0.210
H -4.5738 1.9950 -0.3003 0.174
H -0.1647 0.3965 -4.3210 0.177
H 1.6684 -0.7320 -1.1969 0.218
H -1.9802 1.9760 -2.5842 0.217
H 1.5154 -5.4774 0.3056 0.223
H -3.2305 -2.4086 1.7165 0.399
H 1.2130 5.8509 -3.4633 0.206
H 0.2739 -4.3185 5.3018 0.211
H -1.7756 -0.8224 3.8886 0.230
H 3.5455 -4.5703 -0.7841 0.218
H 2.1874 -1.6251 2.5617 0.243
H 0.3548 1.8492 -3.4105 0.203
```

As for the spin multiplicity: 6. As for the HOMO-LUMO gap (alpha / beta): 7.401 / 7.470 eV. Its total energy is -82654.1902 eV. Its relative energy (zero: lowest compared OMol25 entry of this formula, charge and spin) is 0.000 eV. The LUMO energy (alpha / beta) is 0.414 / 0.412 eV.

[4]
Here is a gas-phase ion, CH8ClN2Si (charge +1) from the Open Molecules 2025 dataset. Energies are from ωB97M-V/def2-TZVPD.

Geometry as XYZ:
```
13
Properties=species:S:1:pos:R:3:nbo_charge:R:1
Cl 2.9264 -0.2246 -0.1066 -0.320
Si 1.3741 1.0769 -0.1892 1.059
N -1.4988 0.5342 -0.2549 -0.883
N -0.0757 -1.4505 -0.1440 -0.729
C -0.1426 -0.0274 0.3895 -0.287
H -1.5469 1.6149 -0.2521 0.410
H -0.6284 -2.0039 0.5446 0.438
H 0.8217 1.3429 -1.4951 -0.130
H -0.7099 -1.3508 -0.9923 0.491
H 1.2686 2.0742 0.8600 -0.117
H 0.8709 -1.7864 -0.0596 0.463
H -0.3725 0.0561 1.4266 0.229
H -2.2869 0.1444 0.2729 0.378
```

Its SMILES is N[C@@H]([NH3+])[SiH2]Cl. As for the HOMO-LUMO gap: 11.206 eV. Its total energy is -24540.2855 eV. Its relative energy (zero: lowest compared OMol25 entry of this formula, charge and spin) is 0.000 eV. Its net charge is +1. The LUMO energy is -3.518 eV.

[5]
Here is C3H6O in the gas phase from the Open Molecules 2025 dataset. Energies are from ωB97M-V/def2-TZVPD.

Geometry as XYZ:
```
10
Properties=species:S:1:pos:R:3:nbo_charge:R:1
O -1.1261 -0.0233 -2.2227 -0.507
C -0.3165 0.2196 -1.3649 0.447
C 0.1310 -0.5546 -0.1794 -0.535
C 0.0432 0.2539 1.0771 -0.633
H 0.2743 1.1344 -1.5464 0.092
H -0.8324 0.1855 1.7121 0.224
H 0.7469 -0.0119 1.8835 0.222
H -0.3790 -1.5651 -0.0380 0.231
H 1.1522 -0.9535 -0.3520 0.242
H 0.3064 1.3151 1.0307 0.217
```

Its SMILES is CCC=O. As for the HOMO-LUMO gap: 10.806 eV. Its total energy is -5254.8292 eV. Its relative energy (zero: lowest compared OMol25 entry of this formula, charge and spin) is 0.865 eV. The LUMO energy is 0.944 eV.